12 unconnected molecules or ions with the total composition C57H147N9O21, computed with the ωB97M-V functional and the def2-TZVPD basis.

Summary:
HOMO level   -7.87 eV
Orbital gap   8.209 eV
Total charge   0
Energy above the lowest of the compared OMol25 structures with the same formula, charge and spin   7.409 eV
2S+1   1
DFT total energy   -4332.08189 Eh

XYZ file:
```
234
Properties=species:S:1:pos:R:3:forces:R:3:mulliken_charge:R:1
C 8.986 15.592 12.167 0.6809 0.5610 -0.1614 -0.619
O 8.427 16.763 12.764 0.4484 -1.7817 1.7721 -0.304
C 8.366 17.872 11.955 -0.1911 0.3723 -1.6144 -0.584
C 7.956 19.120 12.705 -0.6562 -0.6942 -0.1291 -1.083
N 8.788 19.387 13.847 -0.6283 1.3976 1.0042 0.243
C 8.183 20.587 14.573 0.8102 -2.0829 -1.2335 -1.276
C 8.727 20.684 15.952 -0.1416 2.4081 0.6852 0.280
O 7.985 19.854 16.787 -0.0625 -1.6457 1.2136 -0.469
C 8.384 19.919 18.179 -0.0773 -0.1718 -1.1461 -0.318
H 8.384 15.145 11.375 -0.3523 0.2816 -0.1135 0.387
H 9.228 14.793 12.867 -0.5573 0.3923 0.5882 0.289
H 9.964 15.843 11.756 0.1095 0.1700 -0.3580 0.060
H 7.628 17.609 11.196 -0.3115 0.6090 -0.5038 0.447
H 9.295 18.048 11.414 0.4959 -0.0411 0.0727 0.345
H 6.908 19.001 12.982 -0.3595 -0.1871 0.3575 0.423
H 7.920 20.002 12.066 0.4492 -0.0857 -0.3643 0.477
H 8.742 18.618 14.500 -0.0311 -0.3680 -0.0782 -0.040
H 7.112 20.433 14.702 -0.2522 0.2520 -0.3141 0.479
H 8.412 21.393 13.876 -0.2063 0.5465 0.5951 0.488
H 8.517 21.695 16.300 -0.0866 0.6606 -0.0364 0.615
H 9.815 20.678 16.028 0.3036 -1.0162 0.0202 -0.228
H 8.072 20.884 18.579 0.5593 0.2832 0.0941 0.428
H 9.447 19.680 18.212 0.2177 0.5706 0.3434 -0.084
H 7.899 19.172 18.807 -0.3780 -0.2442 -0.5999 0.258
C 12.579 14.685 10.263 0.9084 -1.2590 0.2378 -0.785
O 13.505 14.809 11.337 0.3580 -0.3907 -0.3012 -0.383
C 13.512 16.015 12.060 0.6788 0.0787 0.2972 -0.477
C 14.643 15.988 13.209 -1.7276 -0.4561 -0.0486 -0.526
N 14.191 15.366 14.493 -0.0095 2.0525 -1.3796 0.656
C 13.627 14.080 14.328 0.4955 -1.2182 1.0167 -0.799
C 13.763 13.345 15.693 -0.3346 -0.6464 -0.2521 -0.371
O 15.115 12.910 15.941 -0.7837 0.3931 -0.3971 -0.483
C 15.461 12.718 17.311 0.7715 0.5201 -1.4259 -0.435
H 13.103 14.542 9.318 0.3044 0.9062 -0.2436 0.274
H 11.810 15.455 10.193 0.0194 -0.0357 0.1824 0.290
H 12.204 13.667 10.367 -0.9385 0.1617 0.2990 0.270
H 12.470 16.192 12.326 -0.0373 0.1681 1.1899 0.135
H 13.703 16.846 11.380 0.5844 0.2524 -0.1468 0.534
H 14.970 17.020 13.329 -0.1746 0.0261 0.4391 0.203
H 15.511 15.449 12.830 0.0044 -0.2176 -0.5241 0.375
H 14.917 15.353 15.196 0.2422 0.1618 -0.3123 -0.248
H 14.130 13.496 13.558 0.4380 -0.4062 -0.0722 0.351
H 12.610 14.133 13.938 -0.4170 -0.0296 0.5295 0.308
H 13.112 12.471 15.720 -0.0966 -0.3139 -0.2174 0.628
H 13.417 13.943 16.536 0.0826 0.5940 -0.0658 -0.093
H 15.371 13.662 17.850 -0.5364 -0.1116 0.4047 -0.115
H 16.532 12.546 17.208 0.0967 -0.3745 0.5182 0.301
H 14.974 11.858 17.771 -0.2087 0.1217 0.1304 0.499
C 14.488 10.241 26.334 0.1868 0.6031 0.1306 -0.519
O 14.044 9.781 25.102 -1.2247 0.0307 -1.4415 -0.471
C 13.167 10.694 24.401 0.8798 0.1843 -0.7171 -0.446
C 13.896 11.609 23.434 1.2363 -0.5667 0.4225 0.102
N 14.559 10.920 22.295 -3.1369 0.2759 1.3810 -0.302
C 14.813 11.840 21.228 3.4993 -1.0228 -0.3426 0.769
C 16.416 11.996 21.333 -0.7055 -0.0744 -1.0294 -0.538
O 17.155 10.741 21.366 -0.9168 0.5504 -0.6586 -0.391
C 17.140 10.003 20.129 -0.2387 -0.0610 1.0093 -0.654
H 13.673 10.232 27.057 0.0354 -0.0107 0.3221 0.278
H 14.862 11.259 26.229 0.0760 0.2924 0.2265 0.072
H 15.326 9.623 26.657 -0.1978 -0.1503 0.0462 0.319
H 12.606 11.407 25.005 -0.0302 -0.4563 0.9304 0.298
H 12.462 10.169 23.756 0.0046 -0.6775 0.4310 0.315
H 14.702 12.134 23.946 -0.0641 0.4215 0.6183 0.246
H 13.160 12.383 23.214 0.0666 -0.0992 -0.9365 -0.204
H 15.401 10.512 22.673 0.0983 -0.0772 -0.3555 0.383
H 14.278 12.789 21.224 0.1460 0.0502 0.5317 -0.870
H 14.585 11.378 20.267 -0.0486 -0.0262 -0.2062 0.059
H 16.683 12.461 22.282 -0.1415 0.1534 -0.0815 0.369
H 16.759 12.602 20.493 0.3541 0.1642 -0.0688 0.362
H 17.768 10.471 19.370 -0.0937 0.1320 -0.0850 0.269
H 16.122 9.829 19.782 -0.0813 0.3012 -0.2211 0.289
H 17.520 9.008 20.360 0.2640 0.1344 0.0360 0.268
C 10.955 15.461 20.643 -0.6767 0.1046 -0.0948 0.361
O 12.265 15.031 20.742 1.9642 0.3792 -0.1498 -0.627
C 13.261 16.017 21.121 -0.0192 -0.4951 -0.4214 -0.708
C 13.589 17.162 20.098 -1.8475 -0.7707 0.2247 0.950
N 13.886 16.631 18.753 0.0464 0.4994 -0.4102 0.791
C 13.819 17.529 17.545 -0.6912 1.2839 0.6974 -0.284
C 12.396 18.128 17.152 0.7296 -2.1997 0.7063 0.637
O 11.699 16.966 16.634 -0.1847 1.1182 0.0575 -0.058
C 10.567 17.242 15.842 -0.0465 0.0113 -0.2993 -0.816
H 10.610 16.151 21.413 0.3045 0.0330 0.6470 -0.369
H 10.380 14.539 20.728 -0.3956 0.2622 -0.2709 0.249
H 10.761 16.003 19.718 -0.1328 -0.1995 -0.4705 -0.019
H 14.162 15.442 21.333 0.0280 -0.1657 -0.1339 0.503
H 12.892 16.386 22.077 0.2562 0.6876 0.0335 -0.059
H 14.291 17.836 20.589 0.4206 -0.2194 -0.4966 -0.669
H 12.643 17.704 20.081 -0.2599 0.6570 -0.1785 -0.496
H 13.155 15.952 18.593 0.0298 -0.5058 -0.0626 0.380
H 14.230 17.005 16.682 -0.3660 -0.3137 0.0563 -0.598
H 14.485 18.383 17.670 0.1457 0.1397 0.4381 0.103
H 12.433 18.975 16.467 0.2408 -0.2160 -0.4821 0.585
H 11.863 18.488 18.031 -0.0048 0.0792 0.2506 -1.048
H 10.164 16.273 15.549 -0.0333 0.1335 -0.1932 0.324
H 10.767 17.870 14.974 0.7174 -0.3085 -0.4816 0.229
H 9.760 17.833 16.277 -0.1524 -0.1217 1.1155 0.124
C 8.137 17.135 22.846 0.6697 -0.2077 0.1985 -0.982
O 9.053 17.704 23.834 -1.2156 0.2523 -1.5699 0.399
C 8.739 17.244 25.135 0.3851 0.1878 0.3649 -0.195
C 9.568 18.036 26.173 0.7489 -0.0431 0.8433 -1.236
N 9.709 19.473 26.008 1.1216 -0.9000 0.3353 -0.127
C 8.465 20.195 25.924 0.6170 1.1575 -0.9211 -0.307
C 8.670 21.763 25.987 -1.3589 -1.0740 -1.6836 -0.806
O 8.795 22.368 24.634 1.0539 -0.7117 2.1799 -0.529
C 10.023 21.973 23.985 -1.5534 0.5580 -0.5238 -0.078
H 8.016 16.058 22.964 0.1096 -0.1813 0.4528 0.272
H 8.518 17.214 21.828 0.4358 0.5081 0.2090 0.068
H 7.129 17.552 22.835 0.0353 0.4425 0.4811 0.397
H 9.021 16.193 25.073 -0.2672 -0.3258 0.9949 0.119
H 7.683 17.362 25.378 -0.2818 -0.1040 -0.2609 0.524
H 10.586 17.649 26.218 0.2110 -0.1586 -0.4304 0.201
H 9.304 17.964 27.228 -1.0096 -0.9227 -0.1079 0.507
H 10.348 19.511 25.227 -0.4559 1.1821 -0.4563 -0.003
H 7.804 19.904 26.740 0.1626 -0.1379 0.1851 0.573
H 8.012 19.873 24.986 -0.7861 0.6073 -0.1877 0.143
H 9.446 21.974 26.723 0.5795 0.2427 -0.5231 0.359
H 7.755 22.199 26.387 -0.0398 0.0631 -0.1750 0.408
H 10.163 22.688 23.174 0.3434 0.3207 0.2243 0.249
H 9.819 21.054 23.436 0.4811 -0.5023 0.4753 -0.187
H 10.868 21.963 24.674 0.0570 -0.2313 -0.1485 0.343
C 12.990 26.407 20.627 -0.6327 -0.3991 -0.2255 -0.858
O 13.197 25.027 20.952 0.4127 0.6844 2.0771 -0.255
C 13.479 24.794 22.398 0.3151 -3.0435 -1.2307 -0.926
C 13.825 23.218 22.508 -0.3254 1.3434 -1.3180 0.416
N 15.055 22.999 21.677 -0.8279 -0.0319 2.4855 -0.575
C 15.087 21.578 21.247 -0.1464 1.8798 0.3844 2.282
C 16.409 21.384 20.589 0.2127 -0.2837 -1.9056 -1.534
O 16.408 20.296 19.650 0.0043 -0.7799 0.5095 0.341
C 16.839 19.005 20.164 -0.3439 1.6756 -0.4980 0.070
H 12.467 26.398 19.671 0.4117 0.0502 -0.2433 0.230
H 13.890 27.023 20.587 0.3060 -0.3093 -0.0987 0.314
H 12.292 26.937 21.274 -0.0636 -0.3044 0.5926 0.332
H 12.602 25.019 23.005 0.1421 0.3573 -0.0390 0.483
H 14.427 25.211 22.737 -0.2673 0.9167 -0.1568 0.384
H 13.029 22.597 22.098 -0.4677 0.3072 -0.2449 -0.452
H 13.859 22.840 23.530 0.7003 0.4572 0.2953 0.368
H 14.880 23.660 20.933 0.3690 -0.4542 -0.7655 0.432
H 14.250 21.538 20.551 0.1562 -1.1422 -0.2962 -0.913
H 14.973 20.941 22.124 -0.3316 0.0090 -0.0914 -0.265
H 17.278 21.392 21.246 -0.1013 -0.3258 0.3284 0.289
H 16.524 22.261 19.951 0.2586 0.1154 -0.1294 0.324
H 16.421 18.854 21.159 0.2679 -0.1415 0.1324 -0.333
H 17.927 19.047 20.123 0.1226 -0.5311 0.4519 0.383
H 16.457 18.229 19.499 0.0242 0.1112 -0.0347 -0.168
C 17.691 21.232 12.318 -1.3138 -0.5927 0.3262 -0.857
O 16.912 20.288 13.104 2.1050 0.4025 -0.4471 -0.287
C 15.711 20.774 13.608 -0.6758 -0.9817 0.6740 -0.122
C 15.767 21.876 14.689 0.5679 0.8286 -0.8594 -0.450
N 16.955 21.875 15.556 -0.7777 -0.3356 -0.6299 -0.341
C 16.963 20.748 16.464 1.3587 0.3341 0.7658 1.052
C 18.450 20.526 16.917 -0.5482 -0.4920 -0.1523 -0.691
O 19.363 20.083 15.873 -0.5178 0.5769 0.2258 -0.412
C 19.264 18.723 15.420 -0.6976 0.7345 1.2267 -0.464
H 17.902 22.138 12.886 -0.0478 0.1292 -0.0914 0.318
H 17.075 21.435 11.442 0.1487 0.5081 -0.2055 0.320
H 18.632 20.804 11.973 -0.1805 -0.3639 0.3692 0.240
H 15.277 19.890 14.075 0.0262 -0.2125 0.2675 -0.229
H 14.999 20.932 12.797 -0.0642 0.8959 -0.2169 0.762
H 14.827 21.810 15.236 0.1802 -0.1368 0.4270 -0.282
H 15.721 22.870 14.243 0.0681 0.0676 -0.2896 0.341
H 17.786 21.771 14.990 0.0434 0.1469 -0.3871 0.388
H 16.512 19.849 16.044 0.0907 -0.3187 -0.0595 -0.319
H 16.373 21.073 17.321 0.0868 -0.5154 0.3154 -0.235
H 18.506 19.927 17.826 -0.1795 -0.9307 -0.2436 0.213
H 18.832 21.456 17.338 0.1416 0.3997 -0.7790 0.362
H 18.218 18.459 15.264 -0.0636 -0.0785 -0.3862 0.057
H 19.625 18.086 16.227 0.2842 -0.3159 -0.0543 0.341
H 19.852 18.590 14.512 -0.0750 0.2134 0.1467 0.254
C 12.613 22.002 17.444 -0.2699 -0.5240 1.5891 -0.682
O 12.311 21.137 18.577 -1.0823 0.5010 0.7639 0.213
C 11.434 21.708 19.624 0.5300 -0.1868 -0.5345 -1.110
C 10.962 20.655 20.642 2.1811 -0.9728 -0.5692 -0.690
N 12.010 20.385 21.641 0.6141 0.7437 1.5452 1.762
C 11.876 19.278 22.582 -0.2078 -0.2443 -0.5481 0.756
C 13.065 19.097 23.564 -1.1422 1.2250 -0.1854 -1.634
O 14.216 18.747 22.836 0.2203 -2.2200 0.8546 0.655
C 15.215 18.299 23.770 1.4038 0.9355 -1.2727 -1.095
H 11.699 22.385 16.992 -0.0683 -0.0586 -0.1524 0.411
H 13.181 21.384 16.748 -0.1489 0.1189 0.0179 -0.186
H 13.218 22.835 17.802 0.1265 0.1588 -0.1734 0.284
H 10.548 22.185 19.206 -0.1003 -0.1514 -0.5593 0.715
H 11.935 22.505 20.172 0.4001 0.0990 -0.0558 0.063
H 10.886 19.706 20.110 -1.0602 -0.1277 -0.4812 -0.081
H 10.029 20.995 21.090 0.0766 -0.2293 0.1690 0.580
H 12.933 20.205 21.272 -0.1419 0.5912 -0.9781 -0.939
H 11.906 18.340 22.027 -0.0960 -0.4951 -0.1891 -0.718
H 10.867 19.264 22.993 0.2498 0.1748 0.7160 -0.272
H 12.751 18.377 24.320 0.1504 -0.6416 -0.1225 0.337
H 13.410 19.955 24.141 -0.7818 0.7394 0.1302 0.565
H 15.108 17.470 24.469 -1.4482 0.0114 0.0446 0.042
H 15.540 19.199 24.293 0.1950 -0.1099 0.4633 0.429
H 16.060 17.937 23.186 0.0792 0.3257 -0.3058 0.302
C 14.341 14.297 26.973 -1.3440 -0.0057 1.5329 -1.022
O 13.268 13.902 26.061 2.3714 0.0602 0.8686 -0.164
C 12.515 15.027 25.702 -0.9855 -0.8218 -0.5953 -0.689
C 11.471 14.602 24.652 0.3631 1.3274 0.0743 1.581
N 10.415 13.715 25.084 -0.2490 0.7178 -0.2062 -0.390
C 9.557 13.358 23.908 0.4188 -1.4307 1.0891 0.412
C 8.265 12.628 24.356 0.2137 0.2226 -0.6478 -0.916
O 8.441 11.457 25.146 -0.0380 0.6006 0.0263 -0.382
C 9.186 10.484 24.466 1.5953 0.1908 0.1125 -0.377
H 15.095 13.564 27.260 -0.1191 -0.4758 -1.2132 0.330
H 13.896 14.459 27.954 -0.5833 -0.0142 0.2864 0.394
H 14.809 15.275 26.857 0.0730 -0.0140 -1.2430 0.311
H 13.168 15.782 25.264 0.0205 0.2523 -0.1330 0.026
H 12.007 15.440 26.574 -0.0920 0.1788 0.2232 0.438
H 11.977 14.138 23.806 0.4214 0.3764 -0.4124 -0.746
H 11.028 15.556 24.365 -0.0950 0.0998 -0.5582 -0.405
H 10.991 12.953 25.413 -0.8811 -1.0088 0.1588 0.419
H 10.134 12.715 23.244 0.0845 -0.1522 -0.2914 0.368
H 9.293 14.202 23.270 -0.0161 0.4051 0.4954 -0.430
H 7.689 12.301 23.490 0.0636 0.2367 -0.5600 0.394
H 7.636 13.372 24.846 0.0507 -0.3830 0.6568 0.360
H 9.578 9.771 25.191 -0.6675 -0.3258 -0.0380 0.317
H 10.113 10.906 24.075 0.2396 0.3010 -0.0326 -0.086
H 8.763 10.031 23.569 -0.8392 -0.1946 0.2534 0.360
C 11.879 20.048 12.677 0.3755 0.4946 -0.4713 0.212
O 11.360 20.674 13.826 0.5959 0.3535 0.0060 -0.544
H 11.703 20.595 11.751 -0.6134 0.3464 -0.1487 0.379
H 12.967 20.103 12.719 0.0198 -0.6353 0.4310 -0.442
H 11.486 19.044 12.514 0.2465 -0.2400 0.2777 -0.087
H 10.425 20.461 13.872 -0.3923 -0.5396 -0.1276 0.451
C 17.052 16.075 17.267 -0.1551 -0.1759 1.5395 0.026
O 16.585 15.831 16.003 -0.0631 0.3339 -2.3409 -0.379
H 18.096 16.389 17.271 0.1183 -0.0397 0.2098 0.337
H 16.430 16.847 17.720 0.1044 -0.0942 0.0782 -0.338
H 16.876 15.124 17.769 0.5685 0.2804 1.0815 0.071
H 17.257 15.292 15.579 -0.2418 -0.1683 -0.4057 0.173
C 7.976 14.141 19.067 -0.7064 0.0126 -2.1585 -0.669
O 7.567 14.800 20.226 0.3379 0.3119 0.7501 -0.345
H 7.577 14.628 18.177 -0.3335 0.4880 -0.1785 0.318
H 9.036 14.200 18.820 0.1387 -0.3576 1.0297 0.209
H 7.531 13.152 18.961 0.5870 -0.4751 0.4498 0.315
H 6.617 14.923 20.154 -0.0135 0.0462 0.1112 0.249
```
Positions in Å, forces in eV/Å.